Record 1
{"formula": "C44H37ClGdN9O4Si", "method": "wB97M-V/def2-TZVPD", "multiplicity": 8, "energy_ha": -4008.141612, "lumo_ev": [-1.1, -1.4], "s_squared": 16.049, "orbital_gap_ev": [5.180, 4.907], "species": ["O", "H", "H", "H", "N", "H", "C", "Cl", "C", "H", "C", "C", "C", "Si", "H", "C", "C", "C", "H", "C", "H", "C", "H", "N", "C", "C", "C", "N", "H", "C", "Gd", "C", "C", "C", "H", "H", "N", "C", "C", "N", "C", "C", "O", "H", "H", "H", "C", "C", "C", "C", "H", "H", "C", "C", "H", "H", "N", "H", "H", "H", "H", "C", "O", "C", "H", "H", "C", "C", "C", "H", "O", "C", "C", "H", "N", "C", "H", "H", "C", "C", "N", "H", "H", "H", "C", "C", "C", "H", "C", "C", "C", "C", "H", "H", "N", "H", "H"], "coordinates": [[1.316, -4.888, -4.564], [-0.467, -6.675, 0.840], [1.336, 5.133, 2.666], [2.615, 1.782, 3.522], [-0.386, -3.430, 1.684], [-5.868, 0.109, -3.305], [1.265, 1.456, 1.097], [4.911, -2.272, -3.321], [1.641, 6.012, -0.575], [-4.783, -0.298, 0.852], [4.564, -1.102, -0.048], [1.098, 3.744, 0.342], [-1.525, -3.361, 2.401], [-4.235, 0.517, -1.474], [-2.593, -1.170, -0.783], [-1.984, -5.682, 2.007], [-2.342, -4.480, 2.582], [-1.458, 0.277, -4.258], [0.510, -4.683, -3.990], [2.393, -4.206, -4.258], [-3.767, 2.943, -1.996], [-0.203, -3.395, -2.136], [-0.673, 3.208, -3.161], [1.611, -1.906, -1.430], [-0.773, 1.445, -1.910], [-1.586, -0.899, 2.179], [-2.855, -0.754, 4.744], [-1.282, 0.084, -1.854], [-6.258, 0.019, -0.038], [-0.024, 1.924, -0.813], [-0.215, -1.275, 0.189], [3.332, -2.398, -2.735], [-5.253, -0.381, -0.125], [1.945, 7.342, -0.339], [2.134, 8.026, -1.157], [3.594, -2.123, 4.133], [-1.257, 1.634, -4.260], [-2.481, -1.976, 4.220], [-2.471, -0.088, -0.971], [0.434, 1.012, 0.124], [1.219, -2.863, -2.271], [3.612, -0.672, -0.963], [3.445, -4.350, -4.828], [2.298, 3.102, 2.007], [-3.327, -0.694, 5.715], [-2.253, 0.405, -0.012], [4.967, 1.182, 0.557], [4.037, 1.604, -0.380], [-4.797, -0.039, -3.203], [1.517, 5.730, 1.785], [1.603, 5.634, -1.584], [-1.788, 1.251, 2.251], [-1.492, -0.466, -3.142], [2.279, -3.217, -3.140], [-2.917, 1.357, 4.396], [-4.074, 2.731, -0.280], [1.774, -0.860, 1.602], [5.962, -0.493, 1.449], [-2.618, -6.551, 2.105], [3.861, 2.659, -0.525], [4.762, -2.158, 0.055], [-1.978, 0.315, 2.776], [-0.591, -4.247, -2.936], [5.232, -0.167, 0.723], [0.924, -4.635, 0.667], [2.316, -2.801, 2.076], [1.415, 5.166, 0.512], [-2.610, 0.395, 4.008], [0.309, 3.293, -0.687], [-4.594, -1.090, -3.378], [-0.866, -2.901, -1.187], [-0.915, 2.154, -3.118], [1.823, 7.075, 1.903], [1.913, 7.543, 2.876], [2.891, -1.634, -1.715], [3.337, 0.677, -1.135], [2.587, 0.986, -1.850], [-1.720, -1.525, -3.165], [-4.375, 2.407, -1.272], [2.558, 0.770, 3.151], [2.034, 7.872, 0.869], [-1.587, -0.172, -5.231], [-4.311, 0.525, -3.992], [-5.404, 2.721, -1.418], [-0.793, -5.756, 1.298], [-1.876, -2.046, 2.963], [3.093, -1.397, 3.510], [-2.626, -2.875, 4.802], [-0.030, -4.611, 1.183], [1.869, 0.445, 1.977], [2.391, -1.761, 2.379], [1.609, 2.787, 1.244], [-0.097, 4.007, -1.382], [5.484, 1.910, 1.162], [3.165, -0.123, 3.904], [-3.259, -4.388, 3.145], [-5.349, -1.441, -0.342]]}

=====

Record 2
{"formula": "C5H11N2Si", "method": "wB97M-V/def2-TZVPD", "smiles": "[H]/N=[N+]1/C=CC[C@@]1(C)[SiH3]", "energy_ha": -595.723340, "lumo_ev": -5.2, "charge": 1, "orbital_gap_ev": 9.520, "de_lowest_kj_mol": 42.8, "species": ["H", "H", "H", "C", "C", "N", "H", "H", "C", "C", "H", "H", "H", "H", "N", "H", "H", "Si", "C"], "coordinates": [[0.065, 2.545, -0.198], [-0.538, -1.977, 1.480], [1.014, -0.489, -2.562], [1.013, 0.760, 1.472], [-1.933, 0.029, -0.624], [-0.761, 0.777, -0.258], [0.240, 1.405, 2.052], [-0.032, -2.223, -0.292], [0.236, 0.010, 0.328], [-0.547, -1.488, 0.457], [-2.605, -1.912, -0.203], [2.723, -1.049, -0.913], [1.834, 1.334, -1.080], [1.413, 0.043, 2.338], [-0.736, 1.974, -0.505], [-2.819, 0.366, -1.126], [1.759, 1.267, 0.998], [1.581, -0.185, -1.249], [-1.909, -1.186, -0.113]]}

=====

Copy entry 2 word for word.
{"formula": "C5H11N2Si", "method": "wB97M-V/def2-TZVPD", "smiles": "[H]/N=[N+]1/C=CC[C@@]1(C)[SiH3]", "energy_ha": -595.723340, "lumo_ev": -5.2, "charge": 1, "orbital_gap_ev": 9.520, "de_lowest_kj_mol": 42.8, "species": ["H", "H", "H", "C", "C", "N", "H", "H", "C", "C", "H", "H", "H", "H", "N", "H", "H", "Si", "C"], "coordinates": [[0.065, 2.545, -0.198], [-0.538, -1.977, 1.480], [1.014, -0.489, -2.562], [1.013, 0.760, 1.472], [-1.933, 0.029, -0.624], [-0.761, 0.777, -0.258], [0.240, 1.405, 2.052], [-0.032, -2.223, -0.292], [0.236, 0.010, 0.328], [-0.547, -1.488, 0.457], [-2.605, -1.912, -0.203], [2.723, -1.049, -0.913], [1.834, 1.334, -1.080], [1.413, 0.043, 2.338], [-0.736, 1.974, -0.505], [-2.819, 0.366, -1.126], [1.759, 1.267, 0.998], [1.581, -0.185, -1.249], [-1.909, -1.186, -0.113]]}